#i
This record from the OMol25 dataset describes a 2-piece molecular cluster, C4H7N2O2 overall. The level of theory is wB97M-V/def2-TZVPD.

## Properties
total charge	+1
lowest unoccupied orbital energy	-3.54	eV
Kohn-Sham gap	9.6	eV
HOMO energy	-13.17	eV

CARTESIAN COORDINATES (ANGSTROEM)
C (-1.7934, -0.8973, 0.1673)
C (-0.9326, 0.0959, 0.2337)
C (0.0292, -2.7967, 1.9239)
C (0.2591, 0.3572, -0.5648)
N (-2.4832, -1.8636, 0.3540)
N (1.4576, 0.5588, 0.2582)
O (0.5148, -1.7578, 2.0177)
O (-0.4884, -3.7870, 1.7556)
H (-1.1038, 0.7079, 1.0087)
H (0.0971, 1.2734, -1.1611)
H (0.5145, -0.4719, -1.2730)
H (-3.3006, -2.1178, -0.3056)
H (1.4459, -0.2788, 0.8248)
H (1.1404, 1.1307, 1.0289)
H (2.2457, 0.8669, -0.1460)

#ii
This record from the OMol25 dataset describes an isolated ion of composition C4H7N2O2 and charge +1. The level of theory is wB97M-V/def2-TZVPD.

## Properties
total charge	+1
lowest unoccupied orbital energy	-4.58	eV
Kohn-Sham gap	10.0	eV
HOMO energy	-14.62	eV

CARTESIAN COORDINATES (ANGSTROEM)
C (-0.8036, 2.4190, 1.4618)
C (-0.3579, -0.2347, 0.7671)
C (0.8967, -1.2809, -1.3756)
C (0.0255, -2.2978, -0.6427)
N (-0.2755, 1.1203, 0.8114)
N (0.1062, -0.8996, -0.2487)
O (-0.3935, 3.4542, 1.0724)
O (0.5904, 1.4775, -0.2183)
H (-1.4923, 2.3674, 2.2297)
H (-0.9453, -0.7103, 1.6302)
H (1.9405, -1.1037, -1.3351)
H (0.7462, -0.7971, -2.3217)
H (-0.7603, -2.6718, -1.2058)
H (0.6092, -3.1045, -0.1244)
H (0.1137, 2.2618, -0.5002)

#iii
This record from the OMol25 dataset describes a 2-piece molecular cluster, C4H7N2O2 overall. The level of theory is wB97M-V/def2-TZVPD.

## Properties
total charge	+1
lowest unoccupied orbital energy	-4.47	eV
Kohn-Sham gap	7.6	eV
HOMO energy	-12.06	eV

CARTESIAN COORDINATES (ANGSTROEM)
C (-0.0918, -2.0153, -0.6771)
C (2.1654, 0.3111, 0.8041)
C (0.0600, 0.0819, 0.1706)
C (-0.6793, 1.3931, 0.0275)
N (0.0954, -0.7411, -0.9693)
N (-0.4070, -2.0819, 0.6095)
O (2.9448, -0.0873, 0.0406)
O (-0.1993, -0.8306, 1.2104)
H (-0.2347, -2.8727, -1.3246)
H (2.1424, 0.3219, 1.8971)
H (-1.7680, 1.3988, 0.1205)
H (-0.4778, 1.6933, -0.9453)
H (-0.3086, 2.0631, 0.6493)
H (0.0216, -0.2028, -1.8253)
H (-0.2963, -2.8883, 1.2077)

In order of decreasing stability: #i, #ii, #iii.